(one)
ORCA calculation (ωB97M-V/def2-TZVPD) on a cluster of 2 separate species, C3H4S2 in total.

Geometry as ORCA input:
```
! RIJCOSX wB97M-V def2-TZVPD def2/J DEFGRID3
* xyz 0 1
C 1.628 0.254 -0.102
C 0.662 -0.735 0.226
C -1.916 0.153 -0.245
S 1.259 0.081 1.694
S 2.039 -1.542 -0.510
H 1.898 1.247 -0.540
H -1.886 0.992 -0.927
H -1.592 0.481 0.749
H -2.091 -0.932 -0.344
*
```

For the HOMO energy, the calculation gives -8.256 eV. As for the gap between HOMO and LUMO: 0.233 Eh. The LUMO energy comes out at -1.910 eV.

***

(two)
ORCA calculation (ωB97M-V/def2-TZVPD) on an isolated molecule of C3H4S2.

Geometry as ORCA input:
```
! RIJCOSX wB97M-V def2-TZVPD def2/J DEFGRID3
* xyz 0 1
S 0.811 -1.454 -2.792
C 0.978 -0.552 -1.438
C -0.263 0.250 -0.867
C -0.237 0.374 0.583
S 0.344 1.889 -0.252
H 1.701 -0.529 -0.698
H -1.208 0.272 -1.506
H -1.203 0.412 0.999
H 0.396 -0.341 1.002
*
```

For the HOMO energy, the calculation gives -8.929 eV. As for the gap between HOMO and LUMO: 0.308 Eh. The SMILES is S=C[C@H]1CS1. The LUMO energy comes out at -0.550 eV.

***

(three)
ORCA calculation (ωB97M-V/def2-TZVPD) on an isolated molecule of C3H4S2.

Geometry as ORCA input:
```
! RIJCOSX wB97M-V def2-TZVPD def2/J DEFGRID3
* xyz 0 1
C 0.496 0.578 -1.127
C 0.553 -0.127 0.241
C -0.885 -0.496 0.645
H 0.890 0.838 0.837
H 1.463 -0.817 0.000
H -1.456 -0.083 1.616
H -1.292 -1.487 0.766
S 1.562 1.396 -2.028
S -1.330 0.198 -0.951
*
```

For the HOMO energy, the calculation gives -8.605 eV. As for the gap between HOMO and LUMO: 0.314 Eh. The LUMO energy comes out at -0.074 eV.

***

Stability comparison, relative energies in eV: (one) 5.324; (two) 0.000; (three) 0.707

***

(one)
ORCA calculation (ωB97M-V/def2-TZVPD) on an isolated molecule of C3H4S2.

Geometry as ORCA input:
```
! RIJCOSX wB97M-V def2-TZVPD def2/J DEFGRID3
* xyz 0 1
C -0.716 1.263 0.087
C 0.578 1.290 0.110
S 1.478 -0.214 -0.124
C 0.082 -1.250 0.265
S -1.457 -0.312 -0.129
H -1.347 2.119 0.250
H 1.172 2.179 0.065
H 0.114 -2.144 -0.380
H 0.063 -1.550 1.349
*
```

For the HOMO energy, the calculation gives -7.928 eV. As for the gap between HOMO and LUMO: 0.321 Eh. The SMILES is C1=CSCS1. The LUMO energy comes out at 0.818 eV.

***

(two)
ORCA calculation (ωB97M-V/def2-TZVPD) on a structure of composition C3H4S2.

Geometry as ORCA input:
```
! RIJCOSX wB97M-V def2-TZVPD def2/J DEFGRID3
* xyz 0 1
C -1.189 -1.840 -0.723
C -0.595 -1.054 -1.379
C 1.021 1.664 0.003
S 0.755 0.560 1.256
S 1.099 3.264 0.603
H -1.713 -2.535 -0.192
H 0.521 -0.330 0.270
H -0.070 -0.173 -1.620
H 0.671 3.144 1.743
*
```

For the HOMO energy, the calculation gives -9.105 eV. As for the gap between HOMO and LUMO: 0.332 Eh. The LUMO energy comes out at -0.071 eV.

***

(three)
ORCA calculation (ωB97M-V/def2-TZVPD) on an isolated molecule of C3H4S2.

Geometry as ORCA input:
```
! RIJCOSX wB97M-V def2-TZVPD def2/J DEFGRID3
* xyz 0 1
C 0.234 -0.233 0.145
C -0.840 -2.097 1.561
C 0.062 1.043 -0.754
S -0.511 -0.425 1.895
S -0.399 -1.947 -0.151
H 1.352 -0.182 0.343
H -0.672 0.846 -1.533
H 0.968 1.154 -1.299
H -0.194 1.840 -0.207
*
```

For the HOMO energy, the calculation gives -9.425 eV. As for the gap between HOMO and LUMO: 0.348 Eh. The LUMO energy comes out at 0.038 eV.

***

(four)
ORCA calculation (ωB97M-V/def2-TZVPD) on an isolated molecule of C3H4S2.

Geometry as ORCA input:
```
! RIJCOSX wB97M-V def2-TZVPD def2/J DEFGRID3
* xyz 0 1
C -1.425 0.745 1.040
C -0.395 0.414 0.505
C 0.807 -0.227 0.014
S 1.705 0.954 -1.020
S 0.384 -1.948 -0.675
H -2.231 1.161 1.586
H 1.514 -0.490 0.738
H 0.622 1.341 -1.686
H -0.980 -1.950 -0.502
*
```

For the HOMO energy, the calculation gives -9.330 eV. As for the gap between HOMO and LUMO: 0.371 Eh. The SMILES is C#CC(S)S. The LUMO energy comes out at 0.757 eV.

***

Stability comparison, relative energies in eV: (one) 0.000; (two) 4.427; (three) 2.475; (four) 1.814